Entry 1:
116
Properties=species:S:1:pos:R:3:forces:R:3:mulliken_charge:R:1 method="wB97M-V/def2-TZVPD" orbital_gap_ev=6.6 lumo_energy_ev=2.169 total_charge=-1 e_tot_ha=-2810.58062
C 3.465131 0.857765 2.407125 0.171 -0.094 0.098 -1.46
C 3.744832 1.339891 0.969999 -0.227 0.088 -0.010 1.40
C 5.137158 1.943936 0.844499 0.299 0.128 -0.015 -1.82
C 3.546708 0.226325 -0.057696 0.007 -0.134 -0.218 -0.90
C 2.189186 -0.478528 -0.001233 0.065 -0.079 0.127 -1.00
P 1.490028 -0.992252 -1.713994 0.237 -0.169 -0.067 2.18
N 0.712645 -1.371388 -3.377772 -0.038 -0.085 0.046 -0.99
C 2.966266 -2.190604 -2.036266 0.000 -0.003 0.096 -1.75
C 4.119511 -1.699900 -2.916214 0.111 -0.057 -0.104 0.09
C 3.713478 -1.247641 -4.318327 -0.041 -0.111 -0.047 -0.46
C 4.899293 -0.812970 -5.144653 0.153 0.165 0.278 -0.87
O 5.452090 0.411247 -4.548882 -0.353 0.123 -0.513 -0.15
C 6.464551 0.965421 -5.217113 -0.059 0.088 0.376 0.03
O 7.427720 0.388674 -5.633109 0.209 -0.304 -0.355 -0.49
C -0.160034 0.212280 -1.429766 -0.321 0.148 0.070 -1.87
I 0.547012 2.255679 -1.591326 0.174 0.190 0.038 -0.18
C -1.228437 0.055858 -0.344035 0.005 0.044 -0.402 1.02
C -1.531153 1.197316 0.607848 0.165 0.153 -0.032 -1.33
I -1.034188 -1.710576 0.980095 0.077 -0.244 0.129 -0.16
H 3.353308 -0.230132 2.433681 0.015 0.085 0.026 0.28
H 2.552745 1.283065 2.828804 -0.002 -0.021 -0.061 0.22
H 4.289575 1.117719 3.081491 -0.092 0.024 -0.047 0.50
H 3.018512 2.125456 0.721230 0.052 -0.085 0.021 0.13
H 5.218997 2.898298 1.377221 -0.027 -0.092 0.006 0.42
H 5.902369 1.275711 1.258530 -0.102 -0.022 -0.036 0.38
H 5.404211 2.125155 -0.201970 -0.096 0.014 0.054 0.37
H 3.668479 0.659839 -1.061736 0.047 0.048 0.134 0.30
H 4.362871 -0.505553 0.051218 -0.070 0.046 0.027 0.19
H 1.463396 0.159371 0.516688 0.042 0.018 -0.033 -0.07
H 2.254443 -1.401831 0.587491 -0.025 0.094 0.016 0.59
H 0.733119 -2.050856 -1.105444 -0.037 -0.049 -0.033 -0.22
H 2.157924 0.122330 -2.331230 -0.065 0.040 -0.034 -0.35
H -0.210867 -1.769910 -3.206028 0.088 0.045 0.000 0.22
H 1.227391 -2.119352 -3.836537 -0.037 0.048 0.044 0.27
H 2.559089 -3.126947 -2.440836 -0.018 0.077 -0.035 0.63
H 3.378718 -2.443872 -1.052274 -0.018 -0.056 -0.074 0.41
H 4.869179 -2.495361 -3.052030 -0.034 0.041 0.176 0.48
H 4.643329 -0.878372 -2.416116 -0.095 -0.021 -0.068 0.03
H 3.259451 -2.087443 -4.864639 0.008 0.056 0.084 0.25
H 2.953435 -0.465111 -4.271239 0.099 0.019 -0.071 0.25
H 5.672770 -1.584196 -5.174922 0.018 0.070 0.032 0.36
H 4.619890 -0.541564 -6.166349 -0.037 -0.134 0.026 0.45
H 6.331203 2.051030 -5.341765 0.020 0.008 0.276 0.37
H -0.690164 0.159370 -2.377086 0.004 -0.081 0.020 0.86
H -2.144553 -0.227554 -0.853865 0.173 -0.059 0.301 -0.42
H -1.890490 2.045890 0.019946 0.021 -0.065 0.103 0.19
H -0.632077 1.516736 1.141496 -0.081 -0.046 -0.007 0.35
H -2.287606 0.912480 1.339698 -0.026 -0.028 -0.040 0.40
C -6.794004 -1.235732 2.794341 -0.005 0.006 0.058 -1.57
C -5.510266 -1.519776 2.023579 0.059 0.089 -0.006 0.80
C -5.640754 -2.615216 0.962370 -0.048 -0.049 0.024 -0.50
O -5.760488 -3.932450 1.478043 0.017 0.026 0.059 -0.41
C -7.063004 -4.334265 1.828866 -0.050 0.017 -0.075 -0.64
N -4.413332 -1.756545 2.959761 -0.123 -0.009 -0.128 -0.65
H -6.967924 -2.002939 3.552227 0.001 -0.009 -0.019 0.24
H -6.714708 -0.279563 3.311746 -0.005 -0.018 0.020 0.40
H -7.664614 -1.201632 2.135330 -0.001 0.001 -0.012 0.33
H -5.248384 -0.613118 1.463763 -0.047 -0.005 -0.015 0.18
H -4.727514 -2.620140 0.363782 0.006 -0.023 0.002 0.16
H -6.493087 -2.404552 0.299910 0.028 0.026 -0.021 0.41
H -7.804029 -3.931088 1.127526 0.004 -0.031 -0.007 0.30
H -7.347812 -4.020820 2.837246 0.029 0.004 0.007 0.22
H -7.090971 -5.422867 1.780768 -0.008 0.000 0.017 0.26
H -3.545643 -1.766348 2.430320 0.143 0.009 0.150 0.10
H -4.516317 -2.687246 3.354354 0.011 0.008 -0.019 0.30
C -5.509203 3.277914 -2.757021 0.015 -0.042 0.037 -1.50
C -4.014350 3.503824 -2.567283 0.048 0.094 -0.006 0.35
C -3.132669 2.325693 -2.985580 -0.040 -0.008 -0.013 -0.76
O -3.193546 1.219970 -2.100293 -0.255 0.178 -0.110 0.03
C -4.201692 0.271884 -2.362006 -0.019 0.003 -0.143 -0.88
N -3.762955 3.927683 -1.188197 0.022 -0.009 0.004 -0.76
H -5.904101 2.630138 -1.972282 -0.003 -0.014 -0.010 0.28
H -6.041402 4.226893 -2.695095 -0.009 -0.006 0.020 0.37
H -5.723768 2.815336 -3.722419 -0.004 0.012 -0.009 0.33
H -3.711294 4.336268 -3.213703 -0.036 -0.028 -0.024 0.41
H -2.095241 2.667781 -2.963350 -0.009 -0.139 -0.022 0.11
H -3.372317 1.993168 -4.004914 0.009 0.061 -0.010 0.51
H -4.341805 0.132475 -3.440515 0.021 -0.031 0.018 0.36
H -5.166825 0.545241 -1.924455 0.008 0.024 0.025 0.14
H -3.877967 -0.675338 -1.928513 -0.038 -0.028 0.004 0.32
H -2.788629 4.199235 -1.092015 -0.002 0.002 -0.001 0.31
H -3.871936 3.118256 -0.582197 -0.026 0.026 -0.013 0.34
C 10.108221 -3.255295 -1.915447 0.027 0.015 -0.006 -1.55
C 9.588442 -2.336747 -3.016497 -0.050 -0.093 0.020 0.39
C 10.487877 -1.133387 -3.310811 -0.028 0.094 0.021 -0.70
O 10.463297 -0.115501 -2.324583 -0.050 -0.018 0.008 -0.35
C 11.315717 -0.312515 -1.220652 0.075 -0.015 -0.032 -0.65
N 8.208437 -1.970289 -2.708188 0.050 0.189 -0.158 -0.52
H 9.926396 -2.821636 -0.931108 0.013 -0.004 -0.004 0.29
H 9.581368 -4.208188 -1.950206 -0.009 0.008 0.012 0.38
H 11.179839 -3.440646 -2.018036 -0.003 -0.014 0.002 0.36
H 9.565395 -2.909040 -3.951361 0.028 -0.021 0.018 0.38
H 10.123094 -0.660900 -4.225689 0.019 0.046 0.028 0.33
H 11.526462 -1.454152 -3.476878 -0.019 -0.054 -0.029 0.43
H 12.259037 -0.780349 -1.528783 0.006 0.029 0.007 0.30
H 10.865702 -0.935670 -0.443228 -0.024 0.009 -0.012 0.22
H 11.530910 0.668897 -0.798770 -0.004 -0.009 0.017 0.25
H 7.807701 -1.468877 -3.497422 -0.054 -0.044 0.019 0.12
H 8.214201 -1.297972 -1.945549 -0.041 -0.061 0.027 0.30
C -7.112178 2.414048 8.192878 0.017 -0.025 -0.026 -1.41
C -7.142099 3.093337 6.827960 0.017 0.090 0.007 0.42
C -8.189584 2.518271 5.869309 0.009 -0.054 0.009 -0.78
O -7.867584 1.250911 5.332639 0.032 0.011 0.009 -0.24
C -8.213905 0.136531 6.126158 -0.046 -0.025 -0.025 -0.64
N -5.791406 3.105561 6.275315 0.009 -0.016 -0.045 -0.70
H -6.603213 1.450988 8.133934 -0.015 0.003 0.009 0.28
H -6.559510 3.030761 8.900480 0.014 -0.014 -0.001 0.34
H -8.118626 2.247609 8.581619 -0.003 0.010 0.007 0.35
H -7.433280 4.139879 6.979320 -0.026 -0.026 0.027 0.36
H -8.269204 3.185177 5.007391 -0.005 -0.011 -0.005 0.33
H -9.171511 2.478564 6.362676 0.002 0.020 -0.012 0.39
H -9.165779 0.300446 6.644983 -0.006 -0.004 -0.022 0.34
H -7.451070 -0.103330 6.871035 0.011 0.022 -0.008 0.24
H -8.317910 -0.713026 5.452298 0.002 -0.010 0.025 0.18
H -5.751277 3.682147 5.442383 -0.001 0.010 0.005 0.27
H -5.541854 2.167340 5.976122 0.000 0.006 0.019 0.29


Entry 2:
132
Properties=species:S:1:pos:R:3:forces:R:3:mulliken_charge:R:1 method="wB97M-V/def2-TZVPD" orbital_gap_ev=8.4 lumo_energy_ev=0.533 total_charge=0 smiles="CN(C)P(=O)(N(C)C)N(C)C.CN(C)P(=O)(N(C)C)N(C)C.CN(C)P(=O)(N(C)C)N(C)C.CN(C)P(=O)(N(C)C)N(C)C.O=C1OC[C@@H](F)O1.CC#N" e_tot_ha=-3855.70764
O 1.167041 0.766889 3.567145 0.314 0.772 0.574 -0.27
P 2.309144 1.211684 4.423938 0.261 0.167 -1.112 -0.10
N 1.932662 1.148917 6.023648 1.002 0.341 -0.196 0.50
C 2.979930 1.516705 6.958116 -1.357 -0.603 2.059 -1.11
C 0.872603 0.361927 6.535922 -1.189 0.876 1.281 -0.99
N 2.926134 2.837819 4.354624 -0.222 -2.764 -1.467 0.21
C 2.081684 3.867319 4.898246 -0.544 0.482 1.316 -1.17
C 3.624417 3.133102 3.094907 1.429 0.780 -0.471 -0.91
N 3.592815 0.213553 4.027735 0.396 1.574 0.189 0.64
C 4.971738 0.392054 4.441232 0.397 -0.498 -1.727 -1.34
C 3.340967 -1.085496 3.467001 -2.195 -0.170 1.488 -0.89
H 2.552618 1.946108 7.914085 0.148 -0.166 -1.070 0.32
H 3.599152 2.229150 6.507066 1.001 1.024 -0.426 0.38
H 3.572998 0.671020 7.318911 0.065 -0.233 -0.302 0.28
H 0.309428 -0.158306 5.791137 -0.339 0.052 -0.580 0.19
H 0.220343 1.019022 7.164834 -0.023 -0.429 -0.595 0.29
H 1.211647 -0.366634 7.230017 0.670 -0.955 0.625 0.34
H 1.343437 3.432329 5.624846 0.858 0.389 -0.584 0.36
H 2.694381 4.620226 5.423227 -0.125 -0.272 0.009 0.31
H 1.495368 4.433559 4.187591 -0.162 -0.070 -0.671 0.36
H 4.509143 2.483258 2.885221 -0.501 0.482 0.865 0.22
H 3.126043 3.043126 2.131726 -1.118 -0.089 0.186 0.25
H 3.968355 4.189920 3.120576 -0.002 -0.634 0.179 0.40
H 5.152433 1.300318 4.973457 -0.076 0.515 0.489 0.37
H 5.277635 -0.482523 5.010682 0.272 0.036 0.295 0.37
H 5.606396 0.434393 3.502098 -0.403 -0.111 1.001 0.36
H 2.421374 -1.036893 2.911229 -0.252 -0.032 -0.420 -0.12
H 3.126773 -1.786904 4.295413 0.400 -0.196 -0.324 0.23
H 4.097891 -1.457121 2.844202 1.333 -0.241 -0.785 0.53
O -1.680959 -0.325030 -2.648309 -0.515 0.791 0.082 -0.16
P -2.232994 0.417296 -3.810667 1.762 -1.006 -1.163 -0.36
N -1.917959 -0.519032 -5.160670 -0.041 -1.092 1.080 0.59
C -2.005046 0.014626 -6.476405 -0.991 -0.681 -1.510 -1.11
C -1.969415 -2.011975 -5.000867 1.178 0.613 -0.586 -1.00
N -1.555779 1.937719 -4.045175 -0.208 0.395 -0.295 0.47
C -0.097165 2.123040 -4.041218 -0.055 -0.874 2.860 -0.87
C -2.268450 3.025192 -4.774616 2.574 -0.174 0.471 -0.96
N -3.833253 0.747884 -3.889621 0.831 -0.302 1.288 0.60
C -4.894137 0.207177 -4.658532 0.665 0.587 -1.749 -1.07
C -4.203061 1.426711 -2.698910 -0.775 3.161 0.840 -1.38
H -3.056769 0.321153 -6.756801 0.833 -0.481 -0.076 0.25
H -1.641436 -0.786046 -7.175630 -0.432 0.901 0.341 0.37
H -1.417870 0.905028 -6.646928 0.509 0.187 0.226 0.21
H -1.166139 -2.464202 -5.638288 -0.409 0.460 0.588 0.27
H -2.879416 -2.489501 -5.363970 -0.442 0.290 0.147 0.24
H -1.780188 -2.261937 -3.945067 -0.129 0.138 -0.522 0.21
H 0.203445 3.086008 -3.629834 -0.498 0.471 -0.220 0.44
H 0.339702 1.462360 -3.226265 -0.423 0.178 -1.404 -0.01
H 0.389156 2.018443 -4.983589 0.278 -0.448 -0.861 0.32
H -3.280902 3.092631 -4.524114 -1.447 0.104 0.679 0.30
H -1.718256 3.972740 -4.488099 -0.827 -0.915 -0.656 0.35
H -2.229219 2.808799 -5.835529 0.194 0.501 -0.453 0.27
H -4.499173 -0.284229 -5.547329 -0.037 0.184 -0.050 0.25
H -5.532614 -0.505656 -4.220966 -0.671 -0.949 1.300 0.27
H -5.498211 1.058886 -4.949775 -0.459 0.076 -0.406 0.36
H -4.792039 0.827437 -1.983283 0.270 0.281 -0.212 0.45
H -4.747621 2.393495 -2.991775 -0.094 -1.303 0.483 0.42
H -3.312834 1.907703 -2.210836 -0.644 -1.033 -0.090 0.16
O -3.193263 0.644304 1.015858 0.049 -0.041 -0.628 -0.53
P -3.171409 1.220460 2.370167 1.138 -0.009 1.696 0.22
N -3.082223 0.202019 3.705961 0.211 0.528 -1.385 -0.05
C -1.788645 -0.433557 3.918415 -0.273 -1.772 1.359 0.02
C -4.211068 -0.757242 3.799811 1.733 0.473 -1.317 -1.07
N -4.587026 1.929918 2.723705 -2.997 1.584 0.297 0.35
C -5.045906 2.431034 4.040018 1.090 -1.374 0.482 -1.11
C -5.544178 2.187331 1.606581 0.588 -1.384 1.454 -0.98
N -1.866804 2.242311 2.614004 -0.270 -0.605 -1.173 0.80
C -1.659858 2.826670 3.930824 0.288 0.651 -1.292 -0.54
C -1.234637 2.923299 1.448937 0.158 -1.062 2.509 -0.99
H -1.521742 -1.197223 3.168789 -0.192 0.312 0.022 -0.13
H -1.918709 -1.008650 4.878244 0.371 0.381 -0.667 0.71
H -0.938822 0.222998 4.051800 -0.186 0.456 -0.205 -0.60
H -4.104295 -1.099757 4.777658 -0.557 -0.980 1.704 0.46
H -4.056060 -1.576296 3.095328 -0.049 -0.208 0.011 0.19
H -5.151760 -0.301313 3.587738 -0.558 0.432 0.125 0.35
H -5.008690 3.472652 4.188426 -0.320 1.858 -0.880 0.40
H -6.068249 2.118558 4.354046 0.776 -0.316 -0.390 0.34
H -4.278864 2.204210 4.802795 -0.664 -0.886 -0.218 0.35
H -6.165220 3.024042 1.861164 0.083 0.814 -0.363 0.38
H -4.920604 2.202136 0.750011 0.005 0.809 -1.216 0.20
H -6.221983 1.344618 1.449593 -0.075 -0.221 0.222 0.27
H -0.579810 2.966967 4.095489 -0.280 -0.353 0.167 -0.41
H -2.106811 3.843327 3.942110 -0.079 -0.444 0.470 0.22
H -2.111510 2.111139 4.603352 0.125 0.415 0.727 0.42
H -0.174610 2.934642 1.656654 0.499 -0.195 -0.322 0.12
H -1.533538 3.923868 1.431101 -0.751 1.806 -0.271 0.52
H -1.476964 2.428557 0.547818 -0.173 -0.452 -0.857 0.09
O 4.349561 -4.174214 -5.007658 -0.332 -0.484 0.532 -0.87
P 3.589447 -3.542875 -3.900156 0.049 0.390 -0.220 0.28
N 2.058326 -4.110983 -3.603422 -0.745 -0.366 -0.060 0.30
C 1.185563 -4.421606 -4.793025 2.726 -1.784 0.804 -0.73
C 1.397537 -4.257844 -2.286970 -0.978 -0.245 -1.565 -0.84
N 3.388410 -1.930377 -4.318190 -1.356 -0.982 0.547 0.76
C 2.140446 -1.203850 -4.212882 -0.045 -0.195 0.282 -0.93
C 4.406384 -1.297571 -5.049152 0.503 1.580 -1.759 -1.16
N 4.379433 -3.676070 -2.427426 -0.942 0.648 -1.374 0.58
C 5.608130 -4.418724 -2.425668 -0.558 -0.387 0.853 -1.22
C 4.115691 -2.739181 -1.348444 -0.635 -0.982 0.565 -0.68
H 0.774647 -5.510861 -4.722865 0.703 1.950 -0.191 0.29
H 1.898650 -4.292677 -5.648881 -0.991 -0.486 0.371 0.30
H 0.430871 -3.700074 -4.855453 -1.456 0.862 -0.160 0.07
H 2.039610 -4.155596 -1.447147 0.741 0.124 0.404 0.21
H 0.996762 -5.272271 -2.284112 -0.150 -0.100 0.280 0.40
H 0.540010 -3.560755 -2.156721 0.548 -0.256 -0.213 0.18
H 1.742035 -0.865478 -5.176101 0.255 -0.129 -0.257 0.36
H 1.389439 -1.869236 -3.784593 -0.002 0.375 0.239 -0.07
H 2.271173 -0.304845 -3.608849 -0.167 0.041 0.265 0.43
H 4.931525 -0.559718 -4.461970 0.165 0.642 0.332 0.35
H 5.168752 -1.971179 -5.405366 -0.013 -0.491 -0.134 0.33
H 3.981109 -0.753471 -5.959561 0.456 -0.661 0.975 0.27
H 5.704695 -5.073535 -3.265739 0.123 0.326 -0.991 0.37
H 6.419663 -3.739232 -2.283744 1.011 0.177 -0.075 0.30
H 5.562645 -5.139067 -1.633591 0.274 -0.256 1.120 0.38
H 3.134958 -2.287809 -1.473375 -0.017 0.141 -0.216 -0.28
H 4.820068 -1.912343 -1.247471 0.327 -0.179 0.039 0.34
H 4.006562 -3.339139 -0.408692 0.460 0.680 -0.367 0.40
C -3.253723 -2.051138 -0.416552 2.111 -0.736 -0.633 -0.21
C -2.289099 -2.474932 0.621924 -0.088 -0.907 0.854 0.49
N -1.718453 -2.973129 1.502541 -0.362 0.861 -1.200 -0.68
H -4.174506 -1.978772 0.081411 -1.435 0.153 0.369 0.46
H -3.236734 -2.829158 -1.210014 -0.235 0.472 0.512 0.42
H -2.953559 -1.107907 -0.858163 -0.020 0.129 -0.014 -0.36
C -0.125008 0.285866 0.466127 0.720 -0.443 0.107 1.69
C 0.646185 -0.979748 0.211349 1.034 -1.891 2.023 -0.34
O 2.014348 -0.593457 0.171154 -0.445 0.016 -0.171 -0.30
C 2.043834 0.740760 -0.129558 2.261 -1.294 0.492 0.80
O 3.056926 1.323212 -0.391358 -0.329 0.072 -0.120 -0.68
O 0.868300 1.226066 -0.000436 -2.668 2.387 -0.305 -0.36
F 0.355337 -1.510900 -0.992676 -0.351 -0.306 -0.632 0.43
H -0.294197 0.463655 1.536542 0.058 -0.053 -0.348 -1.33
H -1.050062 0.317404 -0.120091 0.388 0.249 0.046 -0.23
H 0.595578 -1.793532 1.002828 -0.320 1.034 -1.024 0.08